(1)
ORCA calculation (ωB97M-V with the def2-TZVPD basis set) on 2 unconnected molecules or ions with the total composition C2H7N3O.

Last column: Mulliken charge in e.
Element x y z (Å)
H -1.352 -0.823 -1.940  0.266
H 2.199 -1.164 -2.154  0.308
H -0.648 0.837 -2.393  0.239
H 2.243 -1.154 -0.568  0.314
H -1.117 0.597 2.924  0.227
N -0.098 0.250 0.672  0.612
N 0.480 0.061 1.737  -0.909
O 1.657 -1.169 -1.316  -0.631
H -2.126 0.584 -1.385  0.320
C -0.319 0.403 -0.485  0.419
H 0.347 0.475 3.691  0.290
C -1.136 0.223 -1.591  -0.928
N -0.130 0.879 2.808  -0.528

## Properties
- Orbital gap: 7.9 eV
- Largest force on an atom: 0.0740 hartree/bohr
- E: -8701.0021 eV
- LUMO: 0.72 eV
- Energy above the lowest of the compared OMol25 structures with the same formula, charge and spin: 121.6 kcal/mol
- Molecular weight: 89.10 g/mol
- Multiplicity: 1

***

(2)
ORCA calculation (ωB97M-V with the def2-TZVPD basis set) on C2H7N3O2 in the gas phase.

Last column: Mulliken charge in e.
Element x y z (Å)
N 0.713 -0.233 0.199  -0.536
C 1.083 -1.076 1.304  -0.967
H 0.473 -0.880 2.191  0.350
O 0.116 2.732 -0.905  -0.366
H 2.126 -0.868 1.541  0.276
H -2.347 -0.974 -0.449  0.252
H -1.347 -1.851 0.626  0.221
N 0.360 1.564 -1.608  -0.228
H 0.999 -2.141 1.053  0.314
H -0.576 3.195 -1.402  0.348
O -0.785 0.586 -1.279  -0.337
H 1.201 1.175 -1.156  0.395
N -1.546 -0.980 0.162  -0.436
C -0.470 -0.248 -0.277  0.716

## Properties
- Orbital gap: 10.0 eV
- Largest force on an atom: 0.0353 hartree/bohr
- SMILES string: C/N=C(\N)ONO
- E: -10749.7585 eV
- LUMO: 0.90 eV
- Energy above the lowest of the compared OMol25 structures with the same formula, charge and spin: 99.6 kcal/mol
- Molecular weight: 105.10 g/mol
- Multiplicity: 1

***

(3)
ORCA calculation (ωB97M-V with the def2-TZVPD basis set) on 2 unconnected molecules or ions with the total composition C2H7N3O3.

Last column: Mulliken charge in e.
Element x y z (Å)
H 0.376 1.842 -0.417  0.258
C 0.254 -0.244 -0.099  0.324
O -1.911 -1.154 -0.024  -0.665
N -0.093 1.021 -0.113  -0.261
H 3.558 -0.319 -0.413  0.245
H 3.001 0.215 1.052  0.231
O -2.860 1.551 0.058  -0.744
H -3.481 1.495 -0.766  0.345
O -0.109 -2.539 0.379  -0.722
H -1.057 1.327 -0.102  0.289
H -2.925 0.653 0.390  0.363
N 1.529 -0.687 -0.126  -0.066
N 2.772 0.060 0.085  -0.597
H 1.657 -1.748 0.008  0.340
C -0.711 -1.474 0.088  0.660

## Properties
- Orbital gap: 10.0 eV
- Largest force on an atom: 0.0617 hartree/bohr
- E: -12799.3560 eV
- LUMO: 0.40 eV
- Energy above the lowest of the compared OMol25 structures with the same formula, charge and spin: 44.9 kcal/mol
- Molecular weight: 121.10 g/mol
- Multiplicity: 1

***

(4)
ORCA calculation (ωB97M-V with the def2-TZVPD basis set) on C2H7N3O3 in the gas phase.

Last column: Mulliken charge in e.
Element x y z (Å)
C 1.058 -0.035 -1.293  0.632
H 2.409 0.474 -2.732  0.246
H 1.941 1.793 -1.713  0.195
O -1.102 -0.068 2.634  -0.539
N -0.337 -0.401 0.684  -0.358
N 1.875 0.819 -1.951  -0.369
H -0.129 -0.536 2.094  0.435
H -0.423 -1.310 0.218  0.270
H -0.655 1.119 -0.721  0.313
H 0.726 1.359 0.354  0.271
H -2.322 -1.692 1.756  0.314
C 0.178 0.612 -0.225  -0.461
O 0.940 -1.209 -1.586  -0.615
O -2.561 -0.978 1.134  -0.402
N -1.598 0.053 1.349  0.068

## Properties
- Orbital gap: 10.2 eV
- Largest force on an atom: 0.0528 hartree/bohr
- SMILES string: NC(=O)CNN(O)O
- E: -12796.1266 eV
- LUMO: 0.57 eV
- Energy above the lowest of the compared OMol25 structures with the same formula, charge and spin: 119.4 kcal/mol
- Molecular weight: 121.10 g/mol
- Multiplicity: 1

***

(5)
ORCA calculation (ωB97M-V with the def2-TZVPD basis set) on C2H7N3OS in the gas phase.

Last column: Mulliken charge in e.
Element x y z (Å)
H 1.977 -0.269 -1.969  0.315
H 0.076 1.023 -1.448  0.297
C -0.502 0.199 0.255  0.528
O -1.775 1.784 -0.570  -0.422
N 0.400 0.392 -0.762  -0.220
N -1.578 0.860 0.483  -0.543
S 1.043 -0.843 2.135  -0.199
H 0.837 0.072 3.108  0.131
H -1.149 -1.246 1.567  0.310
C 1.230 -0.690 -1.290  -0.814
N -0.304 -0.878 1.155  -0.271
H 0.618 -1.391 -1.877  0.290
H -2.627 2.226 -0.300  0.359
H 1.754 -1.239 -0.488  0.240

## Properties
- Orbital gap: 9.4 eV
- Largest force on an atom: 0.0357 hartree/bohr
- SMILES string: CN/C(=N\O)NS
- E: -19538.5428 eV
- LUMO: 0.89 eV
- Energy above the lowest of the compared OMol25 structures with the same formula, charge and spin: 29.9 kcal/mol
- Molecular weight: 121.16 g/mol
- Multiplicity: 1

***

(6)
ORCA calculation (ωB97M-V with the def2-TZVPD basis set) on C2H7N3OS in the gas phase.

Last column: Mulliken charge in e.
Element x y z (Å)
N -1.296 -0.386 -0.267  -0.256
N 0.657 0.901 -0.020  -0.209
O 1.242 -0.218 0.603  -0.309
H -2.913 -1.145 1.293  0.136
H 3.138 -0.316 -0.252  0.258
S -2.932 -0.701 0.010  -0.192
C -0.774 0.906 -0.022  0.383
H 0.942 1.731 0.409  0.284
C 2.182 -0.878 -0.261  -0.509
N -1.319 2.043 -0.058  -0.651
H 1.760 -0.901 -1.256  0.301
H 2.325 -1.892 0.158  0.222
H -0.661 -1.142 -0.232  0.287
H -2.350 1.998 -0.103  0.253

## Properties
- Orbital gap: 10.0 eV
- Largest force on an atom: 0.0416 hartree/bohr
- SMILES string: [H]/N=C(\NS)NOC
- E: -19538.1567 eV
- LUMO: 0.69 eV
- Energy above the lowest of the compared OMol25 structures with the same formula, charge and spin: 38.8 kcal/mol
- Molecular weight: 121.16 g/mol
- Multiplicity: 1

***

(7)
ORCA calculation (ωB97M-V with the def2-TZVPD basis set) on 2 unconnected molecules or ions with the total composition C2H7N3OS.

Last column: Mulliken charge in e.
Element x y z (Å)
N 0.202 1.237 -0.361  -0.459
C -1.162 1.739 0.200  -0.698
H 1.286 -1.726 -0.460  0.291
H -1.679 2.174 -0.839  0.267
N 1.483 -0.756 -0.164  -0.288
H -1.591 0.776 0.918  0.186
O -0.552 -2.419 0.150  -0.470
H 3.104 0.347 -1.266  0.157
N -0.943 -1.084 -0.436  -0.317
H -0.770 -2.119 1.261  0.360
C 0.263 -0.065 -0.348  0.515
S 2.998 -0.056 0.125  -0.129
H -1.834 -0.770 -0.168  0.333
H -0.804 2.721 1.387  0.251

## Properties
- Orbital gap: 9.1 eV
- Largest force on an atom: 0.1311 hartree/bohr
- E: -19533.0964 eV
- LUMO: 0.16 eV
- Energy above the lowest of the compared OMol25 structures with the same formula, charge and spin: 155.5 kcal/mol
- Molecular weight: 121.16 g/mol
- Multiplicity: 1

***

(8)
ORCA calculation (ωB97M-V with the def2-TZVPD basis set) on C2H7N3S in the gas phase.

Last column: Mulliken charge in e.
Element x y z (Å)
H -0.920 1.551 -0.369  0.175
H -0.693 -2.594 -1.489  0.274
H 1.731 1.610 -0.796  0.281
H 0.329 2.152 0.770  0.326
C -0.088 1.270 0.279  -0.139
H -1.419 -0.192 1.246  0.395
N 1.660 -0.297 -0.559  -0.329
H -1.501 -1.515 -0.523  0.224
S 0.809 -1.547 -0.145  0.159
N 1.040 0.870 -0.707  -0.064
C -0.438 0.244 1.235  -1.086
H 0.154 0.123 2.123  0.289
N -0.664 -1.674 -1.066  -0.504

## Properties
- Orbital gap (alpha / beta): 7.5 / 7.6 eV
- Largest force on an atom: 0.0306 hartree/bohr
- E: -17489.0405 eV
- LUMO (alpha / beta): 0.16 / 0.20 eV
- Energy above the lowest of the compared OMol25 structures with the same formula, charge and spin: 89.3 kcal/mol
- Molecular weight: 105.17 g/mol
- Multiplicity: 1

***

(9)
ORCA calculation (ωB97M-V with the def2-TZVPD basis set) on C2H7N3S in the gas phase.

Last column: Mulliken charge in e.
Element x y z (Å)
C -0.249 0.350 0.882  0.680
H -1.427 2.121 0.806  0.224
H -2.041 0.763 -0.531  0.421
H -0.807 1.542 2.296  0.331
N -1.169 1.295 1.282  -0.506
H 1.350 -0.937 1.281  0.208
H 0.785 -1.942 -0.085  0.121
H -1.975 -0.754 -1.331  0.240
H -1.158 0.722 -2.202  0.265
N -0.001 0.227 -0.474  -0.073
C -1.319 0.238 -1.162  -0.865
S 1.142 -0.876 -0.994  -0.243
N 0.659 -0.239 1.669  -0.801

## Properties
- Orbital gap: 9.7 eV
- Largest force on an atom: 0.1255 hartree/bohr
- SMILES string: [H]/N=C(/N)N(C)S
- E: -17490.8015 eV
- LUMO: 0.75 eV
- Energy above the lowest of the compared OMol25 structures with the same formula, charge and spin: 48.7 kcal/mol
- Molecular weight: 105.17 g/mol
- Multiplicity: 1

***

(10)
ORCA calculation (ωB97M-V with the def2-TZVPD basis set) on a molecular structure, C2H7N3S2.

Last column: Mulliken charge in e.
Element x y z (Å)
H 1.118 1.385 1.089  0.391
N 1.384 -1.545 -0.570  -0.363
N -0.851 -1.405 0.111  -0.293
C -0.163 0.978 -0.585  -0.531
H 0.156 2.508 0.848  0.369
C 0.279 -0.899 -0.327  0.649
H -0.644 1.222 1.498  0.380
H 2.079 -1.200 -1.409  0.365
S -2.305 -0.385 0.624  0.086
H 1.505 -2.472 -0.229  0.263
N 0.104 1.502 0.786  -0.275
S -1.999 0.978 -0.877  0.186
H 0.277 1.711 -1.340  0.461
H -0.941 -2.378 0.381  0.312

## Properties
- Orbital gap: 9.4 eV
- Largest force on an atom: 0.0873 hartree/bohr
- Charge: +2
- E: -28308.3224 eV
- LUMO: -8.57 eV
- Energy above the lowest of the compared OMol25 structures with the same formula, charge and spin: 42.1 kcal/mol
- Molecular weight: 137.23 g/mol
- Multiplicity: 1

***

Look up the E of the ninth one. -17490.8015 eV

***

Copy entry 7 word for word.
ORCA calculation (ωB97M-V with the def2-TZVPD basis set) on 2 unconnected molecules or ions with the total composition C2H7N3OS.

Last column: Mulliken charge in e.
Element x y z (Å)
N 0.202 1.237 -0.361  -0.459
C -1.162 1.739 0.200  -0.698
H 1.286 -1.726 -0.460  0.291
H -1.679 2.174 -0.839  0.267
N 1.483 -0.756 -0.164  -0.288
H -1.591 0.776 0.918  0.186
O -0.552 -2.419 0.150  -0.470
H 3.104 0.347 -1.266  0.157
N -0.943 -1.084 -0.436  -0.317
H -0.770 -2.119 1.261  0.360
C 0.263 -0.065 -0.348  0.515
S 2.998 -0.056 0.125  -0.129
H -1.834 -0.770 -0.168  0.333
H -0.804 2.721 1.387  0.251

## Properties
- Orbital gap: 9.1 eV
- Largest force on an atom: 0.1311 hartree/bohr
- E: -19533.0964 eV
- LUMO: 0.16 eV
- Energy above the lowest of the compared OMol25 structures with the same formula, charge and spin: 155.5 kcal/mol
- Molecular weight: 121.16 g/mol
- Multiplicity: 1

***

Copy entry 10 word for word.
ORCA calculation (ωB97M-V with the def2-TZVPD basis set) on a molecular structure, C2H7N3S2.

Last column: Mulliken charge in e.
Element x y z (Å)
H 1.118 1.385 1.089  0.391
N 1.384 -1.545 -0.570  -0.363
N -0.851 -1.405 0.111  -0.293
C -0.163 0.978 -0.585  -0.531
H 0.156 2.508 0.848  0.369
C 0.279 -0.899 -0.327  0.649
H -0.644 1.222 1.498  0.380
H 2.079 -1.200 -1.409  0.365
S -2.305 -0.385 0.624  0.086
H 1.505 -2.472 -0.229  0.263
N 0.104 1.502 0.786  -0.275
S -1.999 0.978 -0.877  0.186
H 0.277 1.711 -1.340  0.461
H -0.941 -2.378 0.381  0.312

## Properties
- Orbital gap: 9.4 eV
- Largest force on an atom: 0.0873 hartree/bohr
- Charge: +2
- E: -28308.3224 eV
- LUMO: -8.57 eV
- Energy above the lowest of the compared OMol25 structures with the same formula, charge and spin: 42.1 kcal/mol
- Molecular weight: 137.23 g/mol
- Multiplicity: 1